1.
The following is a quantum chemistry calculation of C14H27BiN7O7 as an isolated structure at a distorted geometry, from the OMol25 dataset.

ORCA input file:
```
! RIJCOSX wB97M-V def2-TZVPD def2/J DEFGRID3
* xyz 1 1
O -0.40756 3.05013 -2.02790
H 0.64615 2.89022 -2.49635
Bi -0.22513 1.24800 -0.91374
N 1.92417 -0.44287 -0.50150
N 1.57812 0.99383 -2.70754
N -0.43002 0.33446 1.40758
N -1.59604 2.45507 0.45621
O 2.17682 -1.01892 0.60850
O 0.00498 -0.87860 1.81670
O -1.94689 3.74057 0.09086
O 1.55908 1.91624 -3.54651
C 2.62996 0.12794 -2.69300
C 2.81657 -0.62437 -1.49820
C -1.16614 1.03390 2.27825
C -1.78227 2.24505 1.75813
C 3.96266 -1.51074 -1.25570
H 3.63424 -2.46165 -0.84141
H 4.64287 -1.06189 -0.53250
H 4.51846 -1.71022 -2.16200
C 3.54276 0.05528 -3.84402
H 3.20194 0.71017 -4.64752
H 3.60320 -0.97034 -4.21877
H 4.55581 0.34929 -3.54984
C -1.38634 0.50629 3.65092
C -2.51339 3.22655 2.58105
H -0.45886 0.05629 4.04249
H -2.16533 -0.27778 3.65819
H -1.69704 1.32219 4.30816
H -3.31208 3.68098 1.98798
H -1.83396 4.02319 2.91903
H -2.93858 2.74994 3.46842
H 0.86668 -0.99608 1.32544
H -1.45313 3.88709 -0.74369
C 1.31760 2.63126 -0.12587
H 2.14239 2.69688 -0.80972
H 0.99781 1.78623 0.53832
H 1.00533 3.59706 0.09043
O 4.33483 0.84964 1.14345
H 4.72157 1.14825 1.99163
H 3.61443 0.26079 1.33935
C -0.96025 -4.30228 -1.29859
N -1.84431 -3.30503 -0.67646
C -2.79964 -3.67519 0.21480
C -3.55571 -2.70123 0.82142
C -3.28403 -1.35704 0.49206
N -2.39615 -1.03367 -0.40442
C -1.54879 -1.92588 -0.97316
O -0.56442 -1.70454 -1.66222
N -3.92008 -0.35457 1.10943
H 0.07578 -4.23992 -0.86717
H -0.90860 -4.12681 -2.40465
H -1.38977 -5.30242 -1.09162
H -2.88768 -4.74368 0.36822
H -4.29283 -2.92461 1.52734
H -3.74404 0.61118 0.78393
H -4.66515 -0.53358 1.71574
*
```

Properties
HOMO level (spin up / spin down): -11.67 / -11.14 eV
HOMO-LUMO gap (spin up / spin down): 7.41 / 5.77 eV
energy above the lowest of the compared OMol25 structures with the same formula, charge and spin: 1.3767 eV
maximum force: 6.178 eV/Å
LUMO energy (spin up / spin down): -4.261 / -5.371 eV

---

2.
The following is a quantum chemistry calculation of one molecule with the formula C5H9NO, from the OMol25 dataset.

ORCA input file:
```
! RIJCOSX wB97M-V def2-TZVPD def2/J DEFGRID3
* xyz 0 1
C 2.06166 -0.48266 0.25816
C 0.97400 0.52086 -0.10898
C -0.14448 0.09432 -1.08030
N -1.21479 0.41106 -0.04185
C -2.51048 -0.38070 0.36291
C -0.13194 0.70719 0.92786
O -0.19968 0.92366 2.09115
H 1.62649 -1.45459 0.50733
H 2.61893 -0.13340 1.13276
H 2.76441 -0.62670 -0.57006
H 1.42403 1.48745 -0.36987
H -0.25112 0.68224 -1.99254
H -0.16823 -0.97602 -1.29809
H -1.84778 1.20206 -0.16962
H -2.82383 -0.75331 -0.62711
H -2.17720 -1.22148 0.97826
*
```

Properties
HOMO level: -6.82 eV
HOMO-LUMO gap: 7.10 eV
energy above the lowest of the compared OMol25 structures with the same formula, charge and spin: 4.7859 eV
maximum force: 0.971 eV/Å
LUMO energy: 0.283 eV

---

3.
The following is a quantum chemistry calculation of C29H31LiNO2P2Se2 as an isolated structure at a distorted geometry, from the OMol25 dataset.

ORCA input file:
```
! RIJCOSX wB97M-V def2-TZVPD def2/J DEFGRID3
* xyz -1 1
Li 1.97333 -1.53584 0.39398
O 5.92085 -1.63007 0.83290
C 5.00485 -2.04045 1.83953
C 4.26319 -0.90155 2.64412
C 5.21233 -0.34710 3.71439
O 6.43056 0.10409 3.16717
C 3.90897 0.38428 1.78264
Se 3.54675 0.12447 -0.17011
C 3.14304 -1.63724 3.39284
Se 1.38542 -1.99928 2.48593
H 5.41330 -1.24279 0.07117
H 5.58212 -2.69017 2.48951
H 4.21949 -2.70562 1.35166
H 5.40761 -1.07579 4.49233
H 4.74280 0.51658 4.17619
H 6.45369 -0.16246 2.17170
H 4.70855 1.16052 1.88881
H 3.03191 0.83268 2.36748
H 3.04754 -1.19395 4.39055
H 3.60583 -2.62889 3.62868
N -1.19894 0.34308 -0.68853
P -0.70254 -1.27273 -0.95688
C -2.00804 -2.20328 -0.01953
C -1.82091 -2.33710 1.37446
C -2.78472 -2.94778 2.14793
C -3.97792 -3.38377 1.50345
C -4.15114 -3.29329 0.13019
C -3.14115 -2.64885 -0.59281
C -1.32380 -1.81626 -2.68200
C -0.71933 -2.94070 -3.21563
C -1.02600 -3.31294 -4.52344
C -1.88476 -2.55467 -5.27774
C -2.43728 -1.40292 -4.70972
C -2.14732 -0.98451 -3.41233
P -0.24150 1.75007 -1.12120
C -1.51317 2.80431 -1.97829
C -2.80106 2.31314 -2.04569
C -3.77110 3.00826 -2.77719
C -3.47509 4.21427 -3.38795
C -2.16278 4.66734 -3.33279
C -1.19420 3.98758 -2.66415
C -0.22643 2.58421 0.56635
C 0.39650 1.78412 1.49920
C 0.43510 2.18512 2.75665
C -0.06213 3.40006 3.15959
C -0.66933 4.21863 2.25182
C -0.75324 3.83502 0.92444
H -1.94722 0.38462 0.03121
H -0.99153 -1.93753 1.91594
H -2.64099 -2.97636 3.23903
H -4.72067 -3.81225 2.13135
H -4.92499 -3.65470 -0.44335
H -3.37016 -2.51849 -1.62568
H -0.00156 -3.42490 -2.61452
H -0.55614 -4.17161 -4.85611
H -2.09375 -2.73989 -6.32083
H -3.15387 -0.82380 -5.25261
H -2.40712 0.00735 -2.99393
H -2.99901 1.37386 -1.55252
H -4.80150 2.59030 -2.93303
H -4.31731 4.79352 -3.84055
H -1.96171 5.63789 -3.68805
H -0.07607 4.26909 -2.71248
H 0.69705 0.78275 1.07041
H 0.91177 1.58839 3.47361
H 0.15912 3.71861 4.22352
H -1.17016 5.13621 2.47557
H -1.27398 4.44915 0.23333
*
```

Properties
HOMO level: -4.19 eV
HOMO-LUMO gap: 6.56 eV
energy above the lowest of the compared OMol25 structures with the same formula, charge and spin: 0.2216 eV
maximum force: 4.182 eV/Å
LUMO energy: 2.366 eV

---

4.
The following is a quantum chemistry calculation of one molecule with the formula C6H7F3N2 at a distorted geometry, from the OMol25 dataset.

ORCA input file:
```
! RIJCOSX wB97M-V def2-TZVPD def2/J DEFGRID3
* xyz 0 1
N -1.68497 1.72590 -0.87671
C -1.48304 0.41307 -0.70426
C -2.17207 -0.32112 0.20821
C -1.66889 -1.56227 0.65285
N -0.38525 -1.70347 0.75706
C 0.73493 -0.95436 0.73168
C 1.47093 -0.26947 -0.14283
C 2.77205 0.36081 0.22569
F 3.18629 0.97014 -0.89188
F 2.78334 1.07161 1.35649
F 3.73563 -0.60321 0.42786
H -1.29398 2.22077 -1.69189
H -2.26290 2.25039 -0.30561
H -1.00058 -0.15306 -1.51603
H -3.04746 0.20752 0.58865
H -2.24788 -2.47041 0.72530
H 1.27431 -0.98375 1.66150
H 1.28955 -0.19909 -1.20608
*
```

Properties
HOMO level: -8.35 eV
HOMO-LUMO gap: 8.91 eV
energy above the lowest of the compared OMol25 structures with the same formula, charge and spin: 2.1076 eV
maximum force: 3.351 eV/Å
SMILES: N/C=C/C=N\C=C\C(F)(F)F
LUMO energy: 0.558 eV

---

5.
The following is a quantum chemistry calculation of a 4-piece molecular cluster, C14H30N3O7SSi overall at a distorted geometry, from the OMol25 dataset.

ORCA input file:
```
! RIJCOSX wB97M-V def2-TZVPD def2/J DEFGRID3
* xyz 1 1
C -3.16628 3.91816 -0.05082
Si -1.41260 3.12233 -0.43203
C -1.44105 2.06939 -2.04631
C -0.25916 4.66295 -0.82799
O -0.68612 2.33654 0.95978
C -1.11387 0.93851 1.11040
C 0.23594 0.05245 1.42258
C 1.21303 -0.17372 0.11121
C 1.88421 1.11760 -0.61976
C 2.84009 0.95412 -1.94654
C 3.03914 -0.65556 -2.35853
O 3.89857 -1.01938 -3.53169
C 3.13546 -0.42596 -4.67691
N 2.36498 0.02093 -5.64554
N 2.33186 -1.63725 -1.47915
S 2.64280 -3.33333 -1.95453
C 2.12290 -3.69856 -3.72340
O 4.14197 -3.72008 -1.65151
O 1.79476 -4.30686 -1.04880
N 1.51224 -1.52985 -0.41041
H -4.01416 3.12039 0.06629
H -3.08820 4.66737 0.87471
H -3.45254 4.61746 -0.97405
H -2.00941 2.69914 -2.87812
H -1.98724 1.03442 -1.86416
H -0.33738 1.84974 -2.36998
H 0.45623 4.84757 0.10245
H 0.44484 4.30274 -1.70306
H -0.87740 5.63279 -1.08345
H -1.78802 0.52476 0.24878
H -1.77957 0.88154 2.09912
H 0.85666 0.52017 2.32887
H -0.06822 -1.03618 1.80464
H 1.66298 2.18834 -0.16763
H 3.32232 1.84484 -2.53258
H 3.08563 -3.73638 -4.42212
H 1.50827 -2.74256 -4.08880
H 1.54476 -4.70496 -3.87139
C 2.87753 -6.92486 1.08997
O 3.62240 -6.54439 -0.05234
H 3.43477 -7.68694 1.63980
H 2.72379 -6.05441 1.73243
H 1.91409 -7.33538 0.77768
H 3.10336 -5.86793 -0.51971
C -1.85854 3.39671 4.12794
O -3.08889 3.54340 3.44296
H -1.04397 3.40066 3.39989
H -1.72642 4.22873 4.82389
H -1.85392 2.44869 4.67152
H -3.79232 3.53635 4.11422
C -4.07876 -0.70293 3.17381
O -3.17585 -0.97838 2.11868
H -4.65194 0.19353 2.92595
H -4.76193 -1.54644 3.29961
H -3.52008 -0.53181 4.09731
H -2.68176 -1.77824 2.36680
*
```

Properties
HOMO level: -11.60 eV
HOMO-LUMO gap: 5.48 eV
maximum force: 12.231 eV/Å
LUMO energy: -6.119 eV

---

6.
The following is a quantum chemistry calculation of a 6-piece molecular cluster, C16H28Cl10N3O overall at a distorted geometry, from the OMol25 dataset.

ORCA input file:
```
! RIJCOSX wB97M-V def2-TZVPD def2/J DEFGRID3
* xyz 1 1
N 3.95927 -3.16314 0.02550
C 2.58456 -2.54889 0.23235
C 2.41692 -1.29921 -0.78198
C 1.60329 -0.05538 -0.13186
C 0.11755 0.13186 -0.73223
C -0.92885 0.03302 0.51412
C -1.00101 -1.50752 0.92079
C -0.34755 -2.08158 2.23326
C -0.51710 -3.64224 2.40198
N -1.17523 -4.49171 1.48840
N -1.72206 -3.91913 0.42867
C -2.45827 -4.87093 -0.50039
C -2.04443 -4.61666 -2.05501
O -0.91176 -4.92293 -2.50957
C -1.73764 -2.55664 0.00534
H 4.50703 -3.02644 0.89624
H 3.87154 -4.18161 -0.11814
H 1.84154 -3.40631 0.00908
H 2.56133 -2.23176 1.34210
H 1.95225 -1.68618 -1.75068
H 3.47608 -0.95177 -1.03093
H 1.53938 -0.25558 1.00443
H 2.17080 0.91991 -0.35612
H -0.02722 1.07334 -1.36087
H -0.09264 -0.80801 -1.37132
H -0.65909 0.71799 1.38396
H -1.96441 0.32524 0.10185
H 0.21253 -1.42758 2.97500
H -0.02160 -4.09938 3.33058
H -3.59585 -4.71791 -0.38423
H -2.13284 -5.93941 -0.25925
H -2.83086 -4.11342 -2.73761
H -2.24379 -2.16691 -0.93480
C -0.40700 3.81199 0.26328
Cl -0.48458 3.25333 -1.41239
Cl 1.03004 3.18655 1.08327
H -0.37290 4.90063 0.27132
H -1.29421 3.46675 0.79254
C -4.26675 2.54337 -3.11031
Cl -2.73892 1.76799 -3.54530
Cl -4.71790 2.17142 -1.44171
H -4.15878 3.62151 -3.21541
H -5.04895 2.18403 -3.77715
C 3.35108 5.67040 0.08061
Cl 2.70775 6.80290 -1.11490
Cl 4.96291 5.10620 -0.37456
H 3.41082 6.17098 1.04606
H 2.68311 4.81326 0.14928
C -5.94128 6.09999 -1.26548
Cl -6.36453 5.26303 -2.76391
Cl -4.33848 5.62024 -0.69020
H -5.94388 7.17334 -1.44833
H -6.67858 5.85380 -0.50303
C 5.65724 -2.78505 3.88718
Cl 5.36216 -4.31568 3.05231
Cl 5.74737 -1.43986 2.74364
H 4.84287 -2.60082 4.58606
H 6.59953 -2.85344 4.42846
*
```

Properties
HOMO level: -11.25 eV
HOMO-LUMO gap: 6.36 eV
maximum force: 5.467 eV/Å
LUMO energy: -4.891 eV

---

7.
The following is a quantum chemistry calculation of a 3-piece molecular cluster, C14H11F21NO4 overall at a distorted geometry, from the OMol25 dataset.

ORCA input file:
```
! RIJCOSX wB97M-V def2-TZVPD def2/J DEFGRID3
* xyz -1 1
O 5.47696 0.82890 2.34820
C 4.84732 1.82805 2.71128
O 5.17042 2.49755 3.72413
C 3.56250 2.32698 1.95331
N 2.64886 1.29321 1.50255
C 1.72539 0.75630 2.36102
F 2.27952 0.40460 3.57399
F 1.22260 -0.40939 1.84044
C 0.51760 1.72873 2.75670
F 0.79260 2.32737 3.91430
F -0.58190 0.94969 2.94847
F 0.25388 2.63933 1.81960
H 3.87548 2.98006 1.10972
H 3.04455 3.00944 2.66407
H 2.68541 0.95988 0.55408
C 1.71650 -3.59267 -3.36841
C 2.87851 -4.29937 -2.64630
C 2.68922 -4.55663 -1.15187
F 2.56427 -3.41207 -0.45769
F 3.77509 -5.20165 -0.65638
F 4.02105 -3.61598 -2.87207
F 3.03490 -5.51511 -3.25120
O 1.85419 -2.19448 -3.58345
C 1.43837 -1.33129 -2.57397
C 2.58768 -0.47207 -2.04763
F 3.55887 -1.23323 -1.51523
F 2.13876 0.35464 -1.06920
F 0.81812 -2.01371 -1.59645
F 0.50496 -0.52331 -3.12614
H 1.69431 -4.01368 -4.37439
H 0.74625 -3.84498 -2.93839
H 1.81111 -5.18296 -0.96743
H 3.02531 0.13039 -2.84663
C -3.51271 0.80742 1.27891
C -2.99999 0.63554 -0.16349
C -2.66429 1.92017 -0.91913
F -3.74889 2.70808 -1.08403
F -2.20883 1.61827 -2.16150
F -3.88669 -0.11397 -0.86342
F -1.85769 -0.09929 -0.08945
O -4.92572 0.73421 1.46583
C -5.67356 1.89243 1.31210
C -6.70248 1.75961 0.18930
F -6.10076 1.53640 -0.99640
F -7.41699 2.90476 0.06780
F -4.87046 2.95829 1.14842
F -6.32754 2.08366 2.48212
H -3.12822 -0.04756 1.83539
H -3.07892 1.67680 1.77333
H -1.88593 2.48889 -0.40270
H -7.38900 0.93376 0.38792
*
```

Properties
HOMO level: -3.94 eV
HOMO-LUMO gap: 6.08 eV
maximum force: 1.934 eV/Å
LUMO energy: 2.136 eV

---

8.
The following is a quantum chemistry calculation of a 2-piece molecular cluster, C7H11N3O3 overall at a distorted geometry, from the OMol25 dataset.

ORCA input file:
```
! RIJCOSX wB97M-V def2-TZVPD def2/J DEFGRID3
* xyz 0 1
O 1.28474 -3.59881 0.35951
C 0.53036 -2.79282 -0.20027
C 0.32198 -2.42864 -1.57347
C -0.17265 -1.09217 -1.88816
N -0.92090 -0.39368 -0.95192
C -0.76273 -0.74825 0.39028
O -1.29852 -0.08239 1.17169
N -0.24813 -1.97220 0.69081
H 0.67559 -3.03782 -2.43392
H -0.41073 -0.63894 -2.88515
H -1.48587 0.47263 -1.26345
H -0.15858 -1.98195 1.73964
C 0.83846 1.31581 1.91736
N 0.80187 1.68034 0.51896
C -0.00502 2.66032 0.07900
C 0.19775 2.91324 -1.43718
O -0.79153 3.31257 0.72725
H 0.15711 2.00557 2.40097
H 0.47538 0.25728 2.11518
H 1.84020 1.48826 2.33747
H 1.43506 1.22248 -0.13704
H 0.99499 2.28688 -1.89280
H 0.55707 3.96604 -1.55364
H -0.75637 2.74252 -2.02524
*
```

Properties
HOMO level: -9.36 eV
HOMO-LUMO gap: 9.11 eV
energy above the lowest of the compared OMol25 structures with the same formula, charge and spin: 1.1414 eV
maximum force: 5.412 eV/Å
SMILES: O=c1cc[nH]c(=O)[nH]1.CNC(C)=O
LUMO energy: -0.254 eV